Density functional theory data (ωB97M-V/def2-TZVPD) for C37H59N4O2P2ScSe as an isolated structure in a non-equilibrium geometry.

* molar mass: 777.8 u
* calculated total energy: -5659.73208 Ha
* multiplicity: 1
* F_max: 1.7 eV/Å

Last column: Mulliken charge in e.
Geometry (Å):
Sc -0.20 0.04 0.75  -0.29
C 5.08 -1.57 1.72  -1.65
C 3.91 -0.74 1.20  0.34
C 4.09 -0.46 -0.29  -1.65
P 2.16 -1.40 1.41  1.82
C 2.23 -2.45 2.97  0.48
C 0.92 -3.21 3.09  -1.46
C 2.49 -1.62 4.22  -1.67
C 2.04 -2.70 0.16  0.18
C 2.91 -3.79 0.15  -0.46
C 2.87 -4.77 -0.82  0.24
C 3.85 -5.90 -0.85  -1.79
C 1.88 -4.66 -1.80  -1.54
C 1.00 -3.61 -1.81  -0.33
C 1.05 -2.57 -0.84  0.05
N 0.21 -1.50 -0.89  0.66
C -0.76 -1.54 -1.91  -1.62
C -1.95 -2.26 -1.77  0.11
C -2.97 -2.11 -2.68  -1.45
C -2.82 -1.28 -3.79  0.89
C -3.98 -1.02 -4.71  -1.72
C -1.58 -0.70 -4.02  -0.09
C -0.54 -0.82 -3.10  0.86
P 1.20 -0.26 -3.31  0.51
C 1.35 -0.48 -5.17  0.58
C 2.67 0.09 -5.67  -1.63
C 1.30 -1.98 -5.46  -1.47
C 1.03 1.63 -3.17  0.48
C -0.30 2.24 -3.61  -1.58
C 1.42 1.97 -1.73  -1.61
H 6.00 -1.00 1.61  0.50
H 5.19 -2.48 1.13  0.29
H 4.97 -1.84 2.77  0.36
H 3.90 0.22 1.74  0.67
H 4.24 -1.40 -0.82  0.26
H 4.95 0.18 -0.47  0.60
H 3.20 0.01 -0.70  0.14
H 3.05 -3.17 2.84  0.74
H 0.09 -2.50 3.16  0.15
H 0.92 -3.84 3.98  0.49
H 0.76 -3.85 2.22  0.26
H 1.62 -1.02 4.45  0.30
H 3.34 -0.96 4.10  0.31
H 2.67 -2.28 5.07  0.48
H 3.65 -3.88 0.94  0.19
H 4.65 -5.74 -0.12  0.36
H 4.30 -5.98 -1.84  0.38
H 3.36 -6.85 -0.62  0.33
H 1.82 -5.41 -2.57  0.40
H 0.25 -3.56 -2.59  0.56
H -2.05 -2.94 -0.93  1.01
H -3.91 -2.64 -2.54  0.35
H -4.63 -1.89 -4.77  0.41
H -3.63 -0.77 -5.71  0.38
H -4.57 -0.18 -4.35  0.27
H -1.43 -0.17 -4.95  0.26
H 0.53 0.02 -5.70  0.15
H 3.50 -0.32 -5.08  0.35
H 2.70 1.17 -5.60  0.35
H 2.83 -0.19 -6.71  0.46
H 2.19 -2.46 -5.05  0.33
H 1.26 -2.17 -6.53  0.46
H 0.42 -2.44 -5.00  0.27
H 1.81 2.03 -3.82  0.58
H -1.16 1.66 -3.28  0.25
H -0.34 2.31 -4.70  0.34
H -0.38 3.25 -3.22  0.45
H 1.12 2.98 -1.46  0.60
H 2.50 1.90 -1.63  0.35
H 0.97 1.27 -1.00  0.41
N -2.20 -1.27 1.46  0.00
C -3.61 -1.26 1.03  -0.75
C -4.22 0.15 1.10  -0.47
C -4.28 0.89 -0.24  -0.80
C -3.06 1.75 -0.55  -0.76
N -1.87 0.92 -0.80  1.14
H -1.86 -2.23 1.38  0.04
H -2.19 -1.06 2.46  0.31
H -4.20 -1.92 1.68  0.62
H -3.67 -1.65 0.02  0.10
H -3.65 0.73 1.83  0.02
H -5.24 0.06 1.47  0.38
H -5.14 1.56 -0.23  0.54
H -4.42 0.18 -1.06  0.25
H -3.28 2.37 -1.43  0.35
H -2.84 2.43 0.27  0.24
H -2.14 0.22 -1.49  -0.66
H -1.19 1.54 -1.26  -0.28
C 1.37 1.74 4.24  -0.88
O 1.13 0.96 3.07  0.21
C -0.07 0.32 2.91  -0.07
O -0.88 0.28 3.84  -0.59
H 2.44 1.70 4.44  0.26
H 0.80 1.34 5.08  0.41
H 1.06 2.77 4.04  0.15
Se -0.22 2.92 1.07  -0.29
C -1.13 3.77 2.53  0.09
C -0.51 4.82 3.21  -0.57
C -1.21 5.47 4.21  -0.36
N -2.45 5.16 4.55  -0.65
C -3.03 4.16 3.91  -0.44
C -2.42 3.44 2.91  0.20
H 0.50 5.11 2.96  0.46
H -0.76 6.28 4.76  0.36
H -4.05 3.94 4.22  0.36
H -2.95 2.62 2.43  0.11

Density functional theory data (ωB97M-V/def2-TZVPD) for C37H59N5O2SSi3TeTi as an isolated structure in a non-equilibrium geometry.

* molar mass: 897.7 u
* energy above the lowest of the compared OMol25 structures with the same formula, charge and spin: 15.9 kcal/mol
* multiplicity: 2
* F_max: 1.2 eV/Å
* net charge: -1

Last column: Mulliken spin population.
Geometry (Å):
Ti 0.06 -0.23 -0.51  0.54
N -3.94 -1.36 -1.85  0.01
C -2.64 -1.38 -1.42  0.04
S -2.30 -0.79 0.18  -0.04
N -1.75 -1.87 -2.25  -0.02
N -0.51 -1.79 -1.68  0.05
C 0.39 -2.70 -1.93  0.12
C 1.50 -2.70 -1.04  0.08
C 2.56 -3.61 -1.16  0.00
C 3.52 -3.66 -0.18  0.06
C 3.42 -2.80 0.92  0.05
C 2.38 -1.89 0.96  -0.01
N 1.44 -1.82 0.00  0.07
H -4.54 -0.71 -1.36  0.00
H -4.06 -1.41 -2.85  0.00
H 0.25 -3.46 -2.68  0.01
H 2.61 -4.26 -2.02  0.00
H 4.35 -4.35 -0.25  0.01
H 4.14 -2.82 1.72  0.00
H 2.28 -1.19 1.77  0.02
C 1.92 1.49 1.07  0.01
O 0.51 1.21 1.02  -0.01
Si -0.59 2.34 1.87  0.00
C -0.86 3.63 0.52  0.00
C 0.55 3.18 3.12  0.00
C -1.99 1.50 2.54  0.00
Si -3.64 2.14 2.14  0.00
C -4.01 3.81 2.99  0.00
C -3.98 2.48 0.29  0.00
C -5.06 1.03 2.72  0.00
Si -1.67 0.38 3.93  0.00
C -2.89 -1.05 4.15  0.00
C -1.61 1.23 5.63  0.00
C 0.02 -0.50 3.77  0.00
H 2.26 1.53 2.11  0.00
H 2.14 2.45 0.59  0.00
H 2.47 0.74 0.53  0.00
H 0.09 4.12 0.30  0.00
H -1.57 4.40 0.84  0.00
H -1.23 3.18 -0.40  0.00
H 1.42 3.70 2.69  0.00
H 0.89 2.53 3.93  0.00
H -0.08 3.95 3.59  0.00
H -3.28 4.58 2.71  0.00
H -3.97 3.69 4.08  0.00
H -5.01 4.17 2.72  0.00
H -3.99 3.55 0.06  0.00
H -4.97 2.08 0.04  0.00
H -3.25 1.99 -0.36  0.00
H -5.10 0.93 3.81  0.00
H -6.00 1.48 2.39  0.00
H -4.99 0.02 2.30  0.00
H -3.84 -0.72 4.58  0.00
H -2.45 -1.78 4.84  0.00
H -3.11 -1.55 3.20  0.00
H -2.58 1.69 5.86  0.00
H -0.87 2.03 5.65  0.00
H -1.37 0.52 6.44  0.00
H 0.04 -1.11 2.86  0.00
H 0.14 -1.17 4.63  0.00
H 0.87 0.18 3.75  0.00
C 0.79 2.40 -3.18  0.01
C 0.56 1.27 -2.21  0.03
O -0.69 1.12 -1.78  -0.02
N 1.44 0.45 -1.74  -0.05
Te 4.36 -0.05 -1.76  0.01
C 3.99 0.64 -3.72  0.00
C 4.50 1.89 -4.12  0.00
C 5.29 2.76 -3.19  0.00
C 4.24 2.34 -5.41  0.00
C 3.49 1.59 -6.31  0.00
C 3.23 2.09 -7.71  0.00
C 2.98 0.37 -5.89  0.00
C 3.22 -0.12 -4.61  0.00
C 2.62 -1.44 -4.21  0.01
C 6.49 -0.18 -1.98  0.00
C 7.10 -0.97 -2.97  0.00
C 6.30 -1.82 -3.91  0.00
C 8.49 -1.01 -3.06  0.00
C 9.31 -0.29 -2.19  0.00
C 10.81 -0.36 -2.30  0.00
C 8.69 0.47 -1.21  0.00
C 7.30 0.54 -1.09  0.00
C 6.73 1.39 0.02  0.00
H 0.45 3.33 -2.71  0.00
H 0.17 2.24 -4.06  0.00
H 1.83 2.47 -3.47  0.00
H 4.75 2.93 -2.26  0.00
H 5.49 3.73 -3.65  0.00
H 6.25 2.31 -2.92  0.00
H 4.63 3.31 -5.72  0.00
H 3.32 3.18 -7.76  0.00
H 2.24 1.81 -8.05  0.00
H 3.96 1.67 -8.41  0.00
H 2.37 -0.21 -6.57  0.00
H 1.98 -1.83 -5.01  0.00
H 2.01 -1.32 -3.31  0.00
H 3.39 -2.18 -3.99  0.00
H 5.75 -1.21 -4.64  0.00
H 5.56 -2.41 -3.37  0.00
H 6.95 -2.50 -4.47  0.00
H 8.95 -1.62 -3.83  0.00
H 11.12 -0.36 -3.34  0.00
H 11.19 -1.28 -1.85  0.00
H 11.28 0.48 -1.79  0.00
H 9.30 1.03 -0.51  0.00
H 7.51 2.02 0.46  0.00
H 6.30 0.78 0.82  0.00
H 5.93 2.03 -0.35  0.00

Density functional theory data (ωB97M-V/def2-TZVPD) for C37H60BN6O3SiTi as an isolated structure in a non-equilibrium geometry.

* molar mass: 723.7 u
* energy above the lowest of the compared OMol25 structures with the same formula, charge and spin: 14.3 kcal/mol
* multiplicity: 1
* F_max: 1.7 eV/Å
* net charge: +1

Last column: Mulliken charge in e.
Geometry (Å):
Ti -0.07 0.70 -1.10  -0.61
C -0.01 5.68 0.43  -1.96
C -0.56 4.33 -0.02  2.88
C -2.08 4.39 -0.21  -1.31
C -0.21 3.24 0.95  -1.01
C -0.02 3.33 2.32  -1.11
C 0.16 2.03 2.77  -0.17
C 0.45 1.62 4.19  0.18
C 1.85 1.02 4.33  -1.46
C -0.64 0.74 4.81  -1.40
N 0.10 1.21 1.71  1.04
N -0.13 1.96 0.57  0.88
B 0.12 -0.35 1.58  1.62
N 1.34 -0.72 0.65  1.34
N 1.71 0.20 -0.34  -0.31
C 2.96 -0.10 -0.73  -0.27
C 3.40 -1.20 -0.02  -1.12
C 2.37 -1.58 0.82  -0.03
C 2.36 -2.78 1.73  0.16
C 2.57 -2.47 3.21  -1.53
C 1.13 -3.65 1.49  -1.16
C 3.66 0.72 -1.77  2.14
C 4.15 2.03 -1.13  -1.35
C 4.80 -0.05 -2.42  -1.79
N -1.26 -0.76 0.97  0.90
N -1.74 -0.11 -0.15  0.60
C -2.98 -0.55 -0.37  -0.58
C -3.33 -1.47 0.61  -0.80
C -2.22 -1.59 1.44  -0.04
C -2.12 -2.41 2.69  1.17
C -2.40 -3.88 2.39  -1.59
C -3.11 -1.88 3.74  -1.64
C -3.83 0.00 -1.47  0.49
C -4.88 0.95 -0.88  -1.64
C -2.99 0.70 -2.52  -0.13
H -0.19 6.43 -0.34  0.46
H 1.07 5.64 0.61  0.41
H -0.50 6.01 1.34  0.36
H -0.09 4.07 -0.98  -1.71
H -2.56 4.65 0.74  0.40
H -2.49 3.44 -0.54  0.07
H -2.34 5.15 -0.94  0.44
H -0.01 4.22 2.92  0.54
H 0.44 2.57 4.74  0.54
H 1.96 0.13 3.72  0.14
H 2.03 0.74 5.37  0.41
H 2.61 1.74 4.03  0.39
H -0.60 -0.28 4.44  -0.01
H -1.64 1.14 4.62  0.37
H -0.50 0.70 5.89  0.50
H 0.26 -0.87 2.63  -1.07
H 4.35 -1.71 -0.13  0.60
H 3.24 -3.35 1.40  0.68
H 1.67 -2.06 3.66  0.12
H 3.39 -1.77 3.37  0.36
H 2.81 -3.39 3.74  0.55
H 0.23 -3.11 1.76  0.11
H 1.18 -4.55 2.10  0.55
H 1.04 -3.95 0.44  0.01
H 2.92 0.95 -2.54  -0.92
H 4.90 1.82 -0.36  0.39
H 3.33 2.58 -0.66  0.17
H 4.61 2.67 -1.89  0.46
H 5.59 -0.27 -1.69  0.37
H 5.25 0.55 -3.21  0.45
H 4.46 -0.99 -2.85  0.27
H -4.27 -1.98 0.71  0.74
H -1.12 -2.31 3.10  -0.25
H -3.44 -4.02 2.08  0.40
H -2.24 -4.49 3.29  0.42
H -1.76 -4.26 1.60  0.17
H -4.14 -2.02 3.41  0.37
H -2.95 -0.82 3.94  0.33
H -2.98 -2.43 4.68  0.42
H -4.35 -0.84 -1.94  0.57
H -4.39 1.81 -0.42  0.24
H -5.48 0.46 -0.12  0.42
H -5.54 1.31 -1.67  0.48
H -2.42 1.51 -2.06  -1.25
H -3.61 1.17 -3.28  0.60
H -2.30 0.02 -3.02  -0.02
C 0.20 1.23 -4.66  -1.40
Si 0.13 2.32 -3.17  1.56
C -1.24 3.55 -3.44  -1.45
C 1.68 3.35 -3.12  -1.51
H 0.50 1.86 -5.51  0.54
H -0.77 0.79 -4.88  0.32
H 0.93 0.42 -4.56  0.22
H -1.21 3.76 -4.52  0.51
H -1.04 4.49 -2.91  0.37
H -2.25 3.24 -3.20  0.27
H 1.49 4.17 -3.82  0.59
H 2.56 2.80 -3.46  0.39
H 1.91 3.79 -2.15  0.26
O 2.39 -4.00 -3.01  -0.71
C 1.16 -4.14 -2.52  0.61
C 0.73 -5.43 -2.21  -0.80
C -0.53 -5.63 -1.69  -0.55
C -1.40 -4.56 -1.45  -0.76
C -0.98 -3.29 -1.75  0.17
C 0.29 -3.05 -2.29  -0.36
C 0.74 -1.69 -2.59  0.68
O 1.81 -1.42 -3.10  -0.81
O -0.13 -0.69 -2.25  0.47
H 2.54 -3.05 -3.20  0.32
H 1.40 -6.25 -2.40  0.49
H -0.85 -6.64 -1.47  0.40
H -2.39 -4.73 -1.05  0.55
H -1.64 -2.44 -1.57  0.25

Density functional theory data (ωB97M-V/def2-TZVPD) for C37H60N6O7RbS2Si as an isolated structure in a non-equilibrium geometry.

* molar mass: 878.6 u
* energy above the lowest of the compared OMol25 structures with the same formula, charge and spin: 26.8 kcal/mol
* multiplicity: 1
* F_max: 1.1 eV/Å
* net charge: -1

Last column: Mulliken charge in e.
Geometry (Å):
Rb -0.04 0.71 -0.42  2.03
O -4.16 -1.92 1.89  -0.51
C -3.51 -0.84 1.43  0.47
O -3.42 -0.56 0.26  -0.30
C -2.92 -0.01 2.56  -0.82
O -1.81 0.64 2.02  0.28
C -0.99 1.32 2.97  -0.60
C 0.23 1.79 2.12  -0.27
O 0.09 2.86 1.52  -0.48
O 1.19 0.98 2.06  -0.73
H -4.47 -2.43 1.13  0.37
H -2.65 -0.67 3.39  0.46
H -3.68 0.70 2.91  0.28
H -0.66 0.63 3.76  0.43
H -1.51 2.17 3.42  0.31
O 1.37 -1.75 1.69  -0.60
C 2.57 -1.86 0.97  0.07
C 2.38 -2.39 -0.43  0.59
C 3.41 -3.12 -1.04  -0.83
C 3.24 -3.58 -2.33  -0.49
C 2.04 -3.31 -2.98  -0.59
C 1.08 -2.58 -2.30  0.31
N 1.25 -2.12 -1.06  0.06
H 1.23 -0.81 1.91  0.40
H 3.25 -2.53 1.51  0.35
H 3.06 -0.88 0.88  -0.27
H 4.33 -3.30 -0.50  0.35
H 4.02 -4.14 -2.82  0.39
H 1.87 -3.65 -3.99  0.43
H 0.12 -2.37 -2.76  -0.25
C -1.36 -0.79 -7.33  -1.36
C -0.60 -0.23 -6.13  -0.43
C -1.45 -0.16 -4.87  0.99
N -1.92 -1.49 -4.48  0.32
C -2.67 -1.75 -3.38  -0.70
S -2.42 -3.15 -2.50  -0.30
N -3.63 -0.85 -2.96  0.60
C -4.50 0.00 -3.63  0.26
O -4.98 0.93 -3.01  -0.61
C -4.95 -0.32 -5.00  0.27
C -5.51 0.73 -5.75  -0.70
C -6.00 0.51 -7.02  -0.65
C -5.99 -0.77 -7.56  -0.41
C -5.50 -1.83 -6.80  -0.77
C -4.98 -1.61 -5.54  0.13
H -0.73 -0.76 -8.23  0.45
H -2.26 -0.21 -7.52  0.22
H -1.65 -1.83 -7.16  0.32
H -0.27 0.79 -6.35  0.26
H 0.29 -0.82 -5.93  0.33
H -2.30 0.50 -5.03  -0.54
H -0.87 0.28 -4.06  -0.17
H -1.25 -2.23 -4.63  0.46
H -3.72 -0.79 -1.95  0.13
H -5.54 1.71 -5.29  0.52
H -6.40 1.33 -7.60  0.41
H -6.37 -0.95 -8.56  0.40
H -5.53 -2.83 -7.20  0.41
H -4.64 -2.45 -4.95  0.41
C 2.87 5.09 -2.83  -1.81
C 1.86 3.98 -2.52  2.93
C 0.83 4.51 -1.52  -1.61
C 1.09 3.68 -3.81  -2.25
Si 2.65 2.30 -1.77  -1.98
C 3.54 1.31 -3.27  3.09
C 4.45 0.21 -2.72  -2.06
C 2.45 0.60 -4.09  -1.77
C 4.36 2.18 -4.24  -1.87
C 4.05 2.81 -0.45  2.58
C 4.34 1.59 0.43  -1.62
C 5.38 3.30 -1.05  -1.89
C 3.53 3.89 0.50  -1.97
H 2.37 5.96 -3.28  0.47
H 3.64 4.75 -3.52  0.28
H 3.36 5.44 -1.92  0.34
H 0.40 5.45 -1.89  0.45
H 1.25 4.69 -0.53  0.35
H 0.01 3.79 -1.40  0.01
H 0.54 4.58 -4.13  0.71
H 0.35 2.89 -3.65  -0.01
H 1.75 3.38 -4.63  0.24
H 3.90 -0.42 -2.02  0.02
H 5.32 0.62 -2.21  0.40
H 4.81 -0.43 -3.53  0.56
H 1.88 -0.08 -3.45  -0.26
H 2.91 0.00 -4.90  0.66
H 1.76 1.30 -4.55  -0.01
H 5.15 2.72 -3.71  0.26
H 3.73 2.90 -4.75  0.36
H 4.84 1.56 -5.01  0.48
H 4.67 0.72 -0.15  0.34
H 3.45 1.32 1.00  -0.02
H 5.14 1.82 1.15  0.48
H 5.87 2.51 -1.62  0.32
H 6.07 3.60 -0.25  0.51
H 5.23 4.16 -1.70  0.24
H 2.57 3.59 0.93  0.07
H 3.40 4.85 0.01  0.33
H 4.24 4.03 1.33  0.54
C -2.17 3.61 -6.09  -0.74
C -2.93 4.34 -4.98  -0.62
C -2.91 3.59 -3.69  0.30
N -2.25 2.52 -3.46  -0.01
N -2.33 2.07 -2.18  0.26
C -3.08 2.80 -1.43  0.13
N -3.36 2.55 -0.12  -0.32
S -3.78 4.16 -2.27  -0.47
H -2.10 4.25 -6.97  0.48
H -2.66 2.68 -6.36  0.08
H -1.16 3.38 -5.74  -0.05
H -3.97 4.51 -5.28  0.43
H -2.49 5.32 -4.81  0.37
H -2.84 1.80 0.31  -0.11
H -3.57 3.34 0.46  0.29